No. 1
DFT (wB97M-V/def2-TZVPD) results for C22H24LiN2O3Sb as an isolated structure.

Each line ends with the Löwdin charge.
Geometry (Å):
Li 2.32928 0.67698 2.46131  0.49
C 2.54526 -1.09959 -1.23351  -0.08
C 2.96178 0.14796 -0.43943  -0.81
C 3.05833 1.32936 -1.42534  -0.09
C 4.38048 -0.10393 0.10389  -0.10
N 2.09436 0.46356 0.66524  -0.45
H 3.20143 -1.25881 -2.09974  0.07
H 1.52213 -0.99406 -1.60232  0.05
H 2.58643 -1.98624 -0.59854  0.06
H 3.79836 1.13634 -2.21572  0.06
H 3.34837 2.22944 -0.87952  0.07
H 2.09104 1.51526 -1.89755  0.05
H 5.10549 -0.31416 -0.69489  0.06
H 4.36471 -0.95504 0.79022  0.06
H 4.71815 0.77487 0.65888  0.07
O 3.57230 1.37312 5.79897  -0.03
N 3.19962 1.15771 4.64911  -0.64
O 3.42007 1.96888 3.71875  -0.10
O 2.55159 0.11192 4.35881  -0.13
C -5.29360 0.63328 1.52764  -0.17
C -4.84619 1.16155 0.32297  -0.15
C -3.49375 1.09305 -0.01594  -0.16
C -2.51860 0.50927 0.80889  -0.29
C -3.02022 0.00426 2.01693  -0.19
C -4.36271 0.04859 2.38067  -0.15
Sb 0.05701 0.53021 0.77929  1.36
C -0.29855 -1.63932 0.46257  -0.34
C -1.40337 -2.19143 -0.18692  -0.14
C -1.59828 -3.56778 -0.25880  -0.12
C -0.69752 -4.43447 0.34723  -0.14
C 0.40092 -3.90615 1.01548  -0.12
C 0.59254 -2.52973 1.05789  -0.16
C -0.42432 1.36699 -1.19747  -0.37
C -0.79348 0.60560 -2.30599  -0.14
C -1.15582 1.19582 -3.51127  -0.12
C -1.16275 2.57953 -3.64098  -0.14
C -0.79830 3.35802 -2.55094  -0.12
C -0.42897 2.75248 -1.35392  -0.15
H -6.34419 0.67831 1.79782  0.07
H -5.55562 1.62773 -0.35793  0.07
H -3.20110 1.51863 -0.97629  0.07
H -2.31969 -0.45255 2.72103  0.07
H -4.68638 -0.36945 3.33112  0.08
H -2.14504 -1.52926 -0.61749  0.08
H -2.46722 -3.96123 -0.77682  0.08
H -0.85194 -5.50811 0.30667  0.08
H 1.11127 -4.56527 1.50418  0.09
H 1.47738 -2.14256 1.56713  0.08
H -0.80535 -0.47697 -2.23178  0.08
H -1.43363 0.57217 -4.35504  0.09
H -1.44707 3.04286 -4.57941  0.08
H -0.79927 4.44023 -2.63061  0.08
H -0.13540 3.38209 -0.51853  0.09

Calculated values
* gap between HOMO and LUMO: 5.46 eV
* energy relative to the best compared isomer or geometry (same formula, charge and spin): 0.00 kcal/mol
* total charge: -2
* E_tot: -39065.295 eV

No. 2
DFT (wB97M-V/def2-TZVPD) results for C22H24MnN4O4S as an isolated structure.

Each line ends with the Löwdin spin population.
Geometry (Å):
Mn 0.68420 0.37808 -0.56790  3.73
O 0.58564 -3.39609 3.26063  0.00
C 0.40687 -4.05778 2.11039  0.00
C 0.31972 -5.44917 2.17627  0.00
C 0.11479 -6.19184 1.03471  0.00
C -0.00901 -5.57276 -0.21081  0.00
C 0.08684 -4.20402 -0.29042  0.00
C 0.29885 -3.42459 0.85653  0.00
C 0.42678 -1.98219 0.70699  0.00
O 0.36987 -1.45337 -0.50015  0.04
N 0.57916 -1.21062 1.74979  0.00
N 0.66506 0.11928 1.35618  -0.04
C 0.83643 1.01482 2.27307  0.03
C 0.89821 2.41831 2.03260  0.01
C 1.04948 3.29200 3.12382  0.01
C 1.06411 4.65179 2.94368  0.01
C 0.91818 5.16857 1.65241  0.01
C 0.77237 4.33702 0.56284  0.00
C 0.77165 2.94983 0.72710  0.01
O 0.64848 2.16899 -0.33457  0.08
H 0.59776 -2.43525 3.07529  0.00
H 0.41201 -5.91807 3.14638  0.00
H 0.04711 -7.26949 1.10552  0.00
H -0.17342 -6.16474 -1.10030  0.00
H 0.00281 -3.69434 -1.24086  0.00
H 0.92036 0.65571 3.29551  0.00
H 1.15381 2.86994 4.11635  0.00
H 1.18124 5.31762 3.78646  0.00
H 0.91907 6.24040 1.50364  0.00
H 0.66037 4.73124 -0.43834  0.00
N 3.66646 0.28882 0.61834  0.00
N 3.05359 0.28204 -0.67711  0.06
H 4.67197 0.17555 0.54029  0.00
H 3.30470 -0.49893 1.14295  0.00
H 3.38428 -0.48581 -1.25853  0.00
H 3.31091 1.14899 -1.13754  0.00
C -5.73114 -1.53040 -1.42772  0.00
C -4.31884 -1.35141 -1.90672  0.00
C -3.58561 -2.43134 -2.39168  0.00
C -2.28627 -2.26570 -2.84468  0.00
C -1.72769 -0.99900 -2.82519  0.00
C -2.42952 0.09688 -2.34267  0.00
C -3.72073 -0.08994 -1.88269  0.00
S -0.05188 -0.78916 -3.39083  0.01
C -0.37568 0.01627 -4.96093  0.00
O 0.51510 0.36671 -2.55494  0.04
H -5.92473 -2.56373 -1.14617  0.00
H -6.43648 -1.25948 -2.21554  0.00
H -5.93559 -0.89125 -0.56977  0.00
H -4.03111 -3.41789 -2.39759  0.00
H -1.71396 -3.11627 -3.19562  0.00
H -1.97063 1.07882 -2.32030  0.00
H -4.28080 0.75321 -1.49777  0.00
H -0.98689 0.89882 -4.78436  0.00
H -0.89624 -0.70150 -5.59295  0.00
H 0.58206 0.28795 -5.40046  0.00

Calculated values
* gap between HOMO and LUMO (alpha / beta): 7.29 / 7.18 eV
* multiplicity: 5
* energy relative to the best compared isomer or geometry (same formula, charge and spin): 0.00 kcal/mol
* total charge: +1
* E_tot: -79504.839 eV

No. 3
DFT (wB97M-V/def2-TZVPD) results for one molecule with the formula C22H24N2O2.

Each line ends with the Löwdin charge.
Geometry (Å):
C 0.76238 3.78973 -0.76308  0.02
C -0.10001 2.51485 -0.53725  -0.44
O -0.41070 1.97082 -1.58871  0.04
N -0.34958 1.95353 0.71362  0.00
C -0.42237 2.61870 1.98572  -0.16
C -0.66303 1.52947 3.03528  -0.13
C -0.28136 0.21618 2.31030  -0.09
C -0.60575 0.47653 0.84028  -0.29
C -2.08270 0.29516 0.58031  -0.05
C -2.84058 -0.71090 1.47930  -0.19
C -3.67957 -0.13005 2.54137  -0.04
C -4.38475 -1.00634 3.39095  -0.10
C -4.40564 -2.42917 3.21593  -0.08
C -3.63864 -2.92524 2.11325  -0.06
C -2.81907 -2.05969 1.34750  -0.06
C 0.35744 -0.43503 0.03114  -0.19
N 1.42085 0.05729 -0.61281  0.17
C 2.28437 -1.05197 -1.02773  -0.28
C 3.01981 -0.85622 -2.35315  -0.25
C 3.49227 -1.92468 -2.98379  -0.05
C 4.01896 -1.76829 -4.29368  -0.07
C 3.87008 -0.61501 -5.06480  -0.09
C 3.29772 0.47595 -4.37128  -0.04
C 2.88507 0.34172 -2.96984  -0.01
C 1.25727 -2.12633 -1.01317  -0.12
O 0.24091 -1.82524 -0.00510  0.01
H 1.22631 4.08859 0.17016  0.06
H 0.27016 4.59344 -1.22141  0.06
H 1.59330 3.48517 -1.39929  0.08
H 0.53126 3.15851 2.20698  0.12
H -1.20328 3.37401 2.04060  0.12
H -1.70456 1.45660 3.37532  0.08
H -0.02385 1.79104 3.93860  0.13
H 0.81313 0.08751 2.45084  0.14
H -0.73011 -0.54505 2.88205  0.10
H -2.52924 1.29197 0.65459  0.14
H -2.17998 -0.00643 -0.41341  0.11
H -3.55213 0.88954 2.88196  0.09
H -5.13790 -0.55444 4.13753  0.12
H -4.89874 -3.10211 3.91927  0.09
H -3.74177 -3.99510 1.92380  0.10
H -2.28846 -2.52315 0.58387  0.09
H 3.14063 -1.23920 -0.42864  0.14
H 3.46117 -2.93823 -2.56972  0.12
H 4.48266 -2.55990 -4.78469  0.07
H 4.30144 -0.53207 -6.03996  0.09
H 3.01792 1.42589 -4.89355  0.11
H 2.44740 1.24155 -2.46739  0.11
H 0.77808 -2.05682 -1.96838  0.13
H 1.70318 -3.20705 -0.97968  0.16

Calculated values
* gap between HOMO and LUMO: 9.67 eV
* SMILES: CC(=O)N1CCC[C@]1(Cc1ccccc1)C1=N[C@H](c2ccccc2)CO1
* energy relative to the best compared isomer or geometry (same formula, charge and spin): 105.58 kcal/mol
* E_tot: -30276.084 eV

No. 4
DFT (wB97M-V/def2-TZVPD) results for one molecule with the formula C22H24N2O4S.

Each line ends with the Löwdin charge.
Geometry (Å):
O 4.65484 1.45739 1.42247  0.07
C 4.49633 0.97850 0.32123  -0.52
C 4.58527 1.79712 -0.95794  -0.09
C 3.27410 2.58536 -1.12110  -0.13
C 2.08740 1.66414 -1.08328  -0.23
C 1.31334 1.55961 0.06806  0.00
C 0.22064 0.71095 0.10602  -0.05
C -0.08227 -0.04685 -1.00751  -0.28
S -1.56353 -1.03712 -1.01586  0.65
O -2.05729 -1.21990 0.32090  -0.29
O -1.39233 -2.21390 -1.81349  -0.29
N -2.56927 -0.00078 -1.89174  -0.12
C -3.98712 -0.30564 -1.76040  -0.23
C -4.75934 0.78306 -1.00055  -0.13
C -4.11248 1.05342 0.32841  -0.26
C -4.36546 0.23025 1.41782  -0.05
C -3.70594 0.42670 2.61588  -0.08
C -2.78059 1.44909 2.74203  -0.09
C -2.52875 2.28229 1.66700  -0.10
C -3.19260 2.08485 0.46808  -0.06
C 0.68450 0.02075 -2.15406  -0.04
C 1.76935 0.87884 -2.18865  -0.02
N 4.20421 -0.32534 0.11608  0.08
C 3.91245 -1.24517 1.20050  -0.08
C 2.56746 -1.86933 1.02517  -0.26
C 2.09581 -2.72861 0.07473  -0.02
C 0.73722 -2.96917 0.39295  -0.07
C 0.48498 -2.23747 1.51024  -0.13
O 1.58189 -1.56260 1.89490  0.05
H 4.75197 1.15127 -1.82023  0.11
H 5.41548 2.49796 -0.86871  0.12
H 3.20328 3.30740 -0.30710  0.12
H 3.29942 3.12719 -2.06884  0.12
H 1.56947 2.14727 0.93661  0.13
H -0.40389 0.62280 0.98082  0.11
H -2.37014 0.95348 -1.62648  0.08
H -4.40530 -0.43020 -2.76520  0.12
H -4.06198 -1.25926 -1.23188  0.11
H -4.76997 1.69341 -1.60526  0.12
H -5.78815 0.44564 -0.86515  0.12
H -5.07640 -0.57661 1.31991  0.12
H -3.90688 -0.22535 3.45269  0.11
H -2.25709 1.59634 3.67533  0.10
H -1.81163 3.08599 1.75713  0.11
H -2.99779 2.75158 -0.36339  0.11
H 0.41445 -0.59751 -2.99482  0.12
H 2.36854 0.95230 -3.08502  0.12
H 4.00462 -0.65575 -0.81453  0.14
H 3.93947 -0.66617 2.12637  0.13
H 4.68774 -2.02043 1.23498  0.13
H 2.64726 -3.15002 -0.74141  0.11
H 0.04750 -3.58524 -0.14330  0.10
H -0.40822 -2.10804 2.08620  0.12

Calculated values
* gap between HOMO and LUMO: 8.95 eV
* SMILES: O=C(CCc1ccc(S(=O)(=O)NCCc2ccccc2)cc1)NCc1ccco1
* energy relative to the best compared isomer or geometry (same formula, charge and spin): 44.08 kcal/mol
* E_tot: -45208.841 eV